No. 1
Molecular formula: C6H12
Method: DFT, ωB97M-V with the def2-TZVPD basis set

Each line ends with the natural charge from an NBO analysis.
Positions of all 18 atoms, in Å:
H -1.051 -0.782 0.994  0.200
C -0.117 0.129 -0.659  -0.240
H 0.705 0.749 -1.000  0.205
C -2.375 0.367 -1.393  -0.360
H 2.898 0.894 1.732  0.213
H -0.799 -0.119 -2.736  0.208
H 1.093 -0.722 2.231  0.206
H 2.516 -0.006 0.251  0.208
C 2.124 0.708 0.985  -0.609
H -0.382 -2.496 -0.334  0.000
C -0.198 -0.206 0.625  -0.174
C -1.135 0.003 -1.704  -0.223
H -2.641 0.420 -0.342  0.192
H -3.080 0.738 -2.119  0.199
H 0.438 0.902 2.334  0.210
C 0.853 0.165 1.630  -0.433
H 1.933 1.649 0.456  0.202
H -0.782 -2.394 -0.951  -0.005

Properties
Multiplicity ... 1
Kohn-Sham gap ... 0.3642 Eh
DFT total energy ... -6414.05743 eV
E_HOMO ... -8.66 eV



No. 2
Molecular formula: C2H5NOS
Method: DFT, ωB97M-V with the def2-TZVPD basis set

Each line ends with the natural charge from an NBO analysis.
Positions of all 10 atoms, in Å:
H -2.015 1.002 1.395  0.120
H -0.128 -1.723 0.291  0.382
S -1.657 0.027 0.624  0.000
C -0.266 0.855 0.018  -0.667
O 1.801 0.262 -1.192  -0.566
H 1.452 -1.842 -0.330  0.392
H -0.655 1.569 -0.642  0.245
H 0.126 1.439 0.898  0.248
C 0.827 -0.093 -0.561  0.681
N 0.515 -1.495 -0.500  -0.836

Properties
Multiplicity ... 1
Kohn-Sham gap ... 0.3727 Eh
DFT total energy ... -16527.55082 eV
E_HOMO ... -9.54 eV